C28H30Cl5N3O4ReSi as an isolated structure. Source: OMol25; level of theory: ωB97M-V with the def2-TZVPD basis set.

Element x y z (Å)
Re1 0.28650 -0.26562 -0.70034
Cl1 0.05395 -5.34338 -2.51817
Cl2 4.15621 -0.95807 -4.12652
Cl3 -0.20506 -2.42559 -1.45586
Cl4 4.55981 -3.88736 -5.10173
Cl5 2.53221 -6.11911 -4.28659
Si1 -1.75499 -1.24488 1.72932
O1 -0.53570 0.55339 -2.66605
O2 1.93412 -0.66639 -2.19388
O3 0.49966 1.62180 -0.07504
O4 1.25627 -0.95719 0.90112
N1 2.51607 2.45963 0.67467
N2 -1.54824 -0.36730 0.20377
N3 3.25158 1.77257 -0.17134
C1 2.05110 -1.84979 -2.70614
C2 2.44393 -1.65016 2.82445
C3 2.32664 -4.50404 -3.73476
C4 3.23846 -3.49901 -4.07648
C5 -0.94434 -0.24413 3.11153
C6 -3.64163 2.28171 -1.37258
C7 1.10935 4.56829 1.96176
C8 0.52092 3.37230 1.56030
C9 -3.82847 -0.37982 -0.67673
C10 4.79490 0.19703 -1.05870
C11 2.43125 -0.87702 1.52313
C12 -2.62547 0.29592 -0.42168
C13 3.76837 0.61589 -0.05303
C14 -0.87895 5.13254 3.19829
C15 -3.56141 -1.49558 2.22640
C16 -2.54275 1.63711 -0.82964
C17 -4.91987 0.26946 -1.22848
C18 -4.84253 1.61325 -1.56236
C19 -1.06123 -3.00698 1.68691
C20 1.23462 2.41462 0.68156
C21 3.08868 -2.20185 -3.60314
C22 -0.76822 3.06098 1.99123
C23 -1.49986 -0.10091 -3.50653
C24 0.40914 5.43942 2.78068
C25 -1.46492 3.93814 2.80624
C26 3.55499 -0.26832 1.10533
C27 1.24681 -4.17464 -2.92811
C28 1.12891 -2.88036 -2.45263
H1 -0.01263 -3.03769 1.40558
H2 0.24987 0.80140 -3.17294
H3 1.83180 -2.54731 2.73273
H4 -4.02571 -2.32614 1.69160
H5 -1.62575 -3.65047 1.00831
H6 4.44684 -0.45186 1.69537
H7 -1.90681 0.61576 -4.21892
H8 -1.61711 2.17321 -0.69310
H9 -1.06089 -0.94612 -4.03845
H10 -0.70506 -0.90093 3.95197
H11 5.70776 -0.12283 -0.55099
H12 -1.42672 5.82719 3.82259
H13 2.00210 -1.02942 3.60711
H14 5.01868 1.01641 -1.73817
H15 -5.69972 2.12636 -1.97769
H16 -1.60362 0.54418 3.48041
H17 -3.57635 -1.74569 3.29036
H18 -5.83677 -0.28185 -1.39644
H19 -2.30799 -0.43796 -2.86167
H20 -2.46619 3.69025 3.13741
H21 0.86418 6.36925 3.09823
H22 2.10727 4.80608 1.62018
H23 3.45350 -1.92224 3.11842
H24 -0.01934 0.22387 2.77353
H25 -4.17768 -0.60741 2.08312
H26 4.41843 -0.64969 -1.62947
H27 -1.20913 2.12316 1.68582
H28 -3.88924 -1.43414 -0.44054
H29 -3.55700 3.32917 -1.63528
H30 -1.14753 -3.43115 2.69075

Properties
Energy above the lowest of the compared OMol25 structures with the same formula, charge and spin, kJ/mol: 247.8
Kohn-Sham gap (alpha / beta), Eh: 0.285 / 0.243
E_tot, eV: -114802.974
Multiplicity: 4

C28H30FIN4O2PSTb as an isolated structure. Source: OMol25; level of theory: ωB97M-V with the def2-TZVPD basis set.

Element x y z (Å)
Tb1 -0.48041 1.33325 0.10300
I1 0.98250 0.19277 -2.54999
S1 -0.47189 1.58117 2.89389
P1 1.37504 -0.80684 0.71731
F1 0.98450 2.62470 -0.27757
O1 -2.17895 1.10941 -1.47740
O2 -1.65631 3.18717 -0.99202
N1 -3.09472 1.08198 2.57131
N2 -1.87312 4.16305 -3.38735
N3 -2.94977 1.55382 1.25742
N4 -2.22893 0.74079 4.65474
C1 -0.80250 -2.04370 1.83096
C2 3.09649 -2.86427 0.41557
C3 3.90537 1.22876 3.23313
C4 -3.85602 2.81089 -3.60731
C5 -0.85813 -3.31187 3.87031
C6 -4.24414 4.25294 -3.30526
C7 -2.02598 1.09456 3.39045
C8 3.76738 0.53132 0.55132
C9 0.96204 -1.88064 -2.52349
C10 0.44519 -2.47025 -3.64531
C11 0.65362 -3.84505 -3.89026
C12 2.17503 -2.12180 -0.27934
C13 2.84452 0.46010 2.77306
C14 2.77000 0.10101 1.43051
C15 4.82058 1.29771 1.01275
C16 -2.37333 2.73758 -3.22988
C17 -1.50296 -2.81368 2.74837
C18 -3.05039 5.03475 -3.81168
C19 2.93309 -4.69381 -1.10621
C20 4.89379 1.64673 2.35622
C21 1.46265 -4.54687 -3.05511
C22 0.55074 -1.76942 2.01860
C23 1.19121 -2.28558 3.14361
C24 2.01849 -3.95070 -1.89480
C25 1.69736 -2.61605 -1.53912
C26 -2.08308 2.32455 -1.79673
C27 3.51490 -4.13884 -0.00911
C28 0.49235 -3.04620 4.06664
H1 3.96137 1.49603 4.27942
H2 5.59367 1.62343 0.33056
H3 -1.80438 2.08298 -3.89053
H4 5.72296 2.23597 2.72152
H5 3.17678 -5.70173 -1.41357
H6 -4.44027 2.06406 -3.07307
H7 2.24605 -2.10111 3.30052
H8 1.70705 -5.57902 -3.26907
H9 -1.39871 -3.92289 4.57979
H10 -3.01869 5.08124 -4.89925
H11 1.00636 -3.44646 4.92949
H12 -1.52135 4.43124 -2.45200
H13 -2.54713 -3.04447 2.58070
H14 -0.08568 -1.87722 -4.37560
H15 -1.44558 0.73720 5.28657
H16 -3.22436 2.53298 1.21213
H17 4.24378 -4.68908 0.56810
H18 -3.96171 2.60345 -4.67255
H19 -4.02880 0.99020 2.94475
H20 3.73231 0.26238 -0.49795
H21 -3.53433 1.00601 0.63524
H22 -1.32111 -1.69981 0.93534
H23 0.22910 -4.30378 -4.77157
H24 3.49080 -2.49285 1.35388
H25 -5.15943 4.55804 -3.80806
H26 -3.12889 0.45880 5.00958
H27 2.08337 0.13923 3.47066
H28 -2.89824 6.02725 -3.39699
H29 -1.09823 4.22764 -4.04460
H30 -4.38295 4.41683 -2.23469

Properties
Energy above the lowest of the compared OMol25 structures with the same formula, charge and spin, kJ/mol: 155.1
Kohn-Sham gap (alpha / beta), Eh: 0.268 / 0.298
Total charge: +2
E_tot, eV: -92944.936
Multiplicity: 7

C28H31As2I2IrN5O2 as an isolated structure. Source: OMol25; level of theory: ωB97M-V with the def2-TZVPD basis set.

Element x y z (Å)
Ir1 0.86050 1.55273 0.33850
I1 2.41412 1.05393 -1.79552
I2 1.84936 4.12368 -0.71845
As1 0.28174 -1.07052 -2.39307
As2 0.24272 -0.60840 1.24145
O1 2.93618 3.30392 3.30144
O2 3.36182 2.00101 1.62799
N1 0.54608 4.38177 3.34012
N2 -0.95050 2.37981 0.76546
N3 -0.81520 3.38295 1.75817
N4 2.64345 2.64737 2.34716
N5 1.27841 2.59393 1.94039
C1 -3.31560 0.97799 -1.84258
C2 -2.50243 -1.40983 1.51117
C3 1.68180 -1.50084 5.04310
C4 -1.81906 0.47549 2.87706
C5 1.33144 -3.54855 -6.20589
C6 2.75467 -0.71323 2.59829
C7 0.67073 -2.05229 -3.97602
C8 -1.53574 -0.48804 1.90029
C9 0.37464 3.48305 2.40385
C10 -0.33967 -2.53287 -4.80666
C11 -2.19020 0.18455 -1.65743
C12 2.33459 -3.07129 -5.37465
C13 -3.08448 0.52324 3.44459
C14 -1.58019 0.48088 -3.96480
C15 -2.70770 1.27676 -4.14822
C16 0.57263 -2.22696 0.23483
C17 2.00948 -2.31560 -4.25769
C18 -4.05496 -0.39253 3.04749
C19 -3.57565 1.52381 -3.09499
C20 -3.76292 -1.35835 2.09482
C21 -0.17129 -2.44195 -1.07493
C22 -1.32671 -0.08124 -2.71859
C23 3.43333 2.92630 -1.43638
C24 3.59316 -0.97083 3.67174
C25 3.05473 -1.35716 4.89456
C26 1.37435 -0.83470 2.76061
C27 -0.00398 -3.28435 -5.92353
C28 0.82971 -1.24128 3.97894
H1 -1.62399 3.94487 1.98566
H2 0.16235 -3.38350 -1.51069
H3 -1.25350 -2.49884 -0.97888
H4 -4.51454 -2.08166 1.80700
H5 -0.19053 5.03035 3.58098
H6 -5.03740 -0.36571 3.50110
H7 -4.00691 1.14391 -1.02391
H8 -2.02278 -0.25799 -0.68212
H9 -3.30893 1.24902 4.21585
H10 -1.32781 2.76423 -0.10591
H11 -0.23569 -1.37250 4.11122
H12 4.16599 2.82388 -0.64386
H13 -0.91814 0.30122 -4.80256
H14 3.37190 -3.28415 -5.59693
H15 1.42877 4.43430 3.83285
H16 -2.91305 1.69506 -5.12530
H17 3.70887 -1.56060 5.73234
H18 -4.45871 2.12959 -3.25178
H19 -1.61027 1.66957 1.12106
H20 2.80219 -1.94403 -3.61731
H21 1.65577 -2.20481 0.09833
H22 4.66569 -0.88785 3.55485
H23 1.27005 -1.82795 5.98882
H24 -0.78024 -3.66749 -6.57257
H25 1.58922 -4.12862 -7.08193
H26 3.84963 3.32787 -2.35449
H27 3.19072 -0.44640 1.64319
H28 0.36536 -2.99042 0.99080
H29 -1.04374 1.13466 3.25910
H30 -1.38259 -2.34040 -4.58917
H31 -2.29105 -2.17795 0.78166

Properties
Kohn-Sham gap (alpha / beta), Eh: 0.192 / 0.192
Total charge: +3
E_tot, eV: -181770.974